# 1
C22H24Cl2N5O8Rh as an isolated structure. Source: OMol25; level of theory: ωB97M-V with the def2-TZVPD basis set.

Lowest unoccupied orbital energy (spin up / spin down)   -0.17 / -1.64 eV
Multiplicity   5

XYZ file:
```
62
C22H24Cl2N5O8Rh, DFT ωB97M-V with the def2-TZVPD basis set
Rh 0.370 -0.302 0.534
O 4.350 -1.015 -0.979
C 3.186 -1.070 -0.727
O 2.115 -0.614 -1.157
C 2.819 -2.108 0.800
O 3.285 -3.193 0.680
O 2.172 -1.377 1.541
N 1.207 1.883 0.626
C 0.158 2.534 -0.177
C 0.366 4.010 -0.478
C 1.451 4.322 -1.515
C 1.025 4.188 -2.985
N 0.368 2.933 -3.362
C 0.960 1.738 -3.303
N 0.231 0.626 -3.332
N 2.288 1.647 -3.239
C -1.216 2.222 0.484
O -2.129 3.018 0.322
O -1.241 1.100 1.092
H 1.169 2.208 1.586
H 2.144 2.038 0.270
H 0.097 1.968 -1.103
H 0.616 4.516 0.459
H -0.596 4.419 -0.793
H 2.349 3.726 -1.316
H 1.755 5.365 -1.401
H 1.883 4.345 -3.644
H 0.311 4.974 -3.220
H -0.639 2.929 -3.350
H -0.740 0.661 -3.056
H 0.674 -0.236 -3.041
H 2.854 2.474 -3.195
H 2.684 0.777 -2.897
Cl -1.456 -5.088 2.111
C -0.903 -5.054 0.473
C 0.459 -4.968 0.245
C 0.962 -5.061 -1.041
C 0.094 -5.251 -2.104
C -1.267 -5.287 -1.866
Cl -2.348 -5.473 -3.221
C -1.819 -5.159 -0.584
N -3.194 -5.153 -0.399
C -3.884 -4.213 0.415
C -4.764 -4.671 1.391
C -5.406 -3.780 2.231
C -5.149 -2.418 2.121
C -4.298 -1.961 1.130
C -3.686 -2.843 0.242
C -2.894 -2.283 -0.911
C -1.583 -1.644 -0.513
O -1.136 -0.669 -1.193
O -0.944 -2.089 0.474
H 1.126 -4.848 1.089
H 2.029 -4.999 -1.209
H 0.461 -5.353 -3.115
H -3.735 -5.668 -1.072
H -4.907 -5.738 1.504
H -6.081 -4.150 2.992
H -5.617 -1.717 2.799
H -4.112 -0.897 1.022
H -3.481 -1.522 -1.426
H -2.663 -3.058 -1.641
```


# 2
C22H24F4GaN6O4S as an isolated structure at a distorted geometry. Source: OMol25; level of theory: ωB97M-V with the def2-TZVPD basis set.

Charge   +1
Lowest unoccupied orbital energy   -3.06 eV

XYZ file:
```
62
C22H24F4GaN6O4S, DFT ωB97M-V with the def2-TZVPD basis set
Ga 0.795 0.490 0.061
C -0.344 -2.272 1.175
N 0.164 -0.970 1.606
C 1.282 -1.164 2.531
C -0.908 -0.194 2.239
C -0.507 1.261 2.510
N 0.364 1.721 1.448
C 0.992 2.937 1.556
C 2.347 2.999 1.206
F 2.902 1.795 0.864
C 3.072 4.174 1.244
F 4.362 4.188 0.917
C 2.452 5.349 1.645
C 1.114 5.315 1.998
F 0.502 6.438 2.374
C 0.386 4.134 1.958
F -0.928 4.140 2.263
H -0.567 -2.901 2.040
H 0.403 -2.774 0.556
H -1.260 -2.147 0.599
H 0.942 -1.624 3.464
H 1.752 -0.204 2.754
H 2.027 -1.815 2.070
H -1.226 -0.663 3.176
H -1.753 -0.188 1.547
H 0.014 1.350 3.470
H -1.424 1.857 2.570
H 2.996 6.277 1.667
O 1.800 1.120 -1.362
O 1.541 0.158 -2.377
O -6.949 -2.074 -1.840
C -6.486 -1.402 -2.955
N -5.457 -0.415 -2.624
C -4.255 -0.804 -2.158
O -3.935 -1.967 -2.005
C -3.279 0.305 -1.841
C -3.507 1.666 -2.037
C -2.514 2.566 -1.682
C -1.339 2.089 -1.135
N -1.116 0.788 -0.949
C -2.052 -0.081 -1.310
H -6.279 -2.705 -1.547
H -7.330 -0.860 -3.384
H -6.058 -2.085 -3.701
H -5.749 0.544 -2.543
H -4.421 2.037 -2.474
H -2.654 3.627 -1.815
H -0.533 2.755 -0.844
H -1.836 -1.137 -1.194
C 3.947 -4.993 0.171
C 3.964 -3.660 -0.485
C 5.141 -3.028 -0.900
C 5.021 -1.781 -1.492
N 3.832 -1.245 -1.740
C 2.797 -1.930 -1.327
S 1.189 -1.277 -1.766
N 2.778 -3.075 -0.676
H 4.796 -5.589 -0.151
H 3.018 -5.508 -0.062
H 3.999 -4.867 1.252
H 6.104 -3.489 -0.751
H 5.871 -1.192 -1.810
```


# 3
One molecule with the formula C22H24FNO6. Source: OMol25; level of theory: ωB97M-V with the def2-TZVPD basis set.

SMILES string   COc1cc(OC)cc(C(=O)N[C@H](C(=O)OCC(=O)c2ccc(F)cc2)C(C)C)c1
Lowest unoccupied orbital energy   0.55 eV

XYZ file:
```
54
C22H24FNO6, DFT ωB97M-V with the def2-TZVPD basis set
C 2.477 3.564 -2.124
O 3.435 2.582 -1.811
C 3.101 1.597 -0.934
C 4.096 0.662 -0.672
C 3.864 -0.410 0.185
O 4.894 -1.273 0.348
C 4.667 -2.448 1.095
C 2.624 -0.527 0.805
C 1.637 0.417 0.560
C 0.309 0.196 1.197
O -0.100 -0.913 1.487
N -0.404 1.324 1.465
C -1.821 1.236 1.731
C -2.531 1.164 0.381
O -2.238 1.838 -0.575
O -3.477 0.234 0.388
C -4.137 -0.082 -0.833
C -3.745 -1.496 -1.276
O -4.586 -2.302 -1.586
C -2.296 -1.802 -1.246
C -1.901 -3.035 -0.727
C -0.565 -3.372 -0.659
C 0.370 -2.477 -1.147
F 1.674 -2.808 -1.101
C 0.005 -1.263 -1.701
C -1.333 -0.920 -1.732
C -2.339 2.406 2.589
C -1.778 2.290 4.004
C -1.992 3.764 1.979
C 1.860 1.476 -0.317
H 1.588 3.129 -2.593
H 2.179 4.134 -1.238
H 2.963 4.233 -2.832
H 5.053 0.757 -1.157
H 3.845 -3.031 0.672
H 5.591 -3.020 1.029
H 4.456 -2.222 2.145
H 2.386 -1.340 1.471
H -0.084 2.199 1.081
H -1.996 0.287 2.248
H -3.861 0.650 -1.601
H -5.214 -0.048 -0.655
H -2.656 -3.713 -0.361
H -0.242 -4.309 -0.235
H 0.765 -0.601 -2.084
H -1.623 0.027 -2.162
H -3.429 2.306 2.629
H -2.101 1.363 4.471
H -2.120 3.123 4.613
H -0.691 2.300 3.978
H -2.237 3.790 0.920
H -2.556 4.547 2.480
H -0.934 3.984 2.104
H 1.062 2.161 -0.557
```


# 4
C22H24MnN4O4S as an isolated structure. Source: OMol25; level of theory: ωB97M-V with the def2-TZVPD basis set.

Charge   +1
Lowest unoccupied orbital energy (spin up / spin down)   -3.99 / -3.77 eV
Multiplicity   5

XYZ file:
```
56
C22H24MnN4O4S, DFT ωB97M-V with the def2-TZVPD basis set
Mn 0.170 -0.395 -0.531
O 2.176 3.168 1.228
C 1.767 4.010 0.253
C 2.221 5.325 0.340
C 1.851 6.253 -0.608
C 1.020 5.894 -1.669
C 0.567 4.600 -1.762
C 0.926 3.633 -0.809
C 0.403 2.275 -0.954
O 0.797 1.330 -0.084
N -0.444 1.995 -1.892
N -0.778 0.650 -1.867
C -1.635 0.226 -2.732
C -2.065 -1.134 -2.845
C -2.921 -1.477 -3.907
C -3.338 -2.771 -4.096
C -2.898 -3.759 -3.211
C -2.062 -3.449 -2.160
C -1.637 -2.136 -1.950
O -0.866 -1.872 -0.896
H 1.817 2.287 1.043
H 2.864 5.585 1.169
H 2.213 7.270 -0.525
H 0.733 6.626 -2.411
H -0.077 4.300 -2.575
H -2.023 0.965 -3.429
H -3.245 -0.695 -4.583
H -3.993 -3.023 -4.917
H -3.217 -4.784 -3.351
H -1.723 -4.213 -1.472
N 1.864 -1.464 -0.227
N 2.294 -0.831 -1.458
H 2.502 -1.290 0.580
H 1.680 -2.447 -0.393
H 2.767 -1.489 -2.068
H 2.939 -0.086 -1.211
C -2.954 -2.838 1.892
C -1.674 -2.124 2.209
C -1.592 -0.736 2.129
C -0.396 -0.071 2.378
C 0.735 -0.806 2.721
C 0.671 -2.190 2.811
C -0.528 -2.838 2.561
S 2.301 0.048 2.870
C 2.736 -0.413 4.543
O 3.251 -0.719 1.980
H -3.795 -2.149 1.849
H -3.172 -3.606 2.634
H -2.875 -3.329 0.919
H -2.476 -0.165 1.873
H -0.347 1.010 2.322
H 1.557 -2.764 3.057
H -0.578 -3.917 2.638
H 2.778 -1.497 4.628
H 1.994 0.008 5.221
H 3.714 0.020 4.742
```


# 5
One molecule with the formula C22H24N2O4S. Source: OMol25; level of theory: ωB97M-V with the def2-TZVPD basis set.

SMILES string   COc1cccc(CCNC(=O)c2cccc(NC(=O)C3=C(C)OCCS3)c2)c1
Lowest unoccupied orbital energy   0.29 eV

XYZ file:
```
53
C22H24N2O4S, DFT ωB97M-V with the def2-TZVPD basis set
C -0.215 -2.280 -0.689
O -1.290 -2.982 -1.260
C -2.556 -2.697 -0.844
C -3.581 -3.366 -1.514
C -4.896 -3.135 -1.170
C -5.212 -2.233 -0.167
C -4.204 -1.568 0.514
C -4.545 -0.542 1.558
C -4.729 0.837 0.904
N -3.482 1.319 0.366
C -2.969 2.538 0.653
O -3.552 3.365 1.324
C -1.610 2.766 0.070
C -1.340 3.945 -0.614
C -0.078 4.157 -1.139
C 0.930 3.224 -0.968
C 0.676 2.056 -0.253
N 1.645 1.085 0.002
C 2.947 1.040 -0.411
O 3.455 1.883 -1.125
C 3.693 -0.143 0.071
C 5.016 -0.293 -0.165
C 5.862 0.734 -0.847
O 5.785 -1.352 0.187
C 5.186 -2.513 0.713
C 4.173 -2.187 1.796
S 2.768 -1.357 1.009
C -0.603 1.829 0.250
C -2.876 -1.806 0.174
H -0.127 -2.470 0.386
H 0.679 -2.651 -1.187
H -0.300 -1.202 -0.866
H -3.316 -4.059 -2.296
H -5.683 -3.658 -1.692
H -6.244 -2.051 0.093
H -3.754 -0.475 2.307
H -5.475 -0.813 2.059
H -5.481 0.766 0.109
H -5.058 1.575 1.639
H -2.984 0.698 -0.253
H -2.123 4.678 -0.728
H 0.132 5.065 -1.683
H 1.913 3.397 -1.370
H 1.335 0.336 0.608
H 6.900 0.414 -0.787
H 5.739 1.710 -0.387
H 5.567 0.834 -1.889
H 4.698 -3.081 -0.090
H 6.013 -3.104 1.116
H 4.602 -1.521 2.545
H 3.786 -3.088 2.267
H -0.797 0.930 0.820
H -2.097 -1.303 0.728
```


# 6
A 3-piece molecular cluster, C22H24N3O4 overall at a distorted geometry. Source: OMol25; level of theory: ωB97M-V with the def2-TZVPD basis set.

Charge   +1
Lowest unoccupied orbital energy   -4.26 eV

XYZ file:
```
53
C22H24N3O4, DFT ωB97M-V with the def2-TZVPD basis set
C -0.038 -1.326 4.417
C 0.581 -1.048 3.242
C -0.194 -1.063 1.923
N -1.208 0.018 1.998
C -0.753 1.239 2.352
C -1.607 2.303 2.489
C -2.963 2.101 2.250
C -3.954 3.234 2.406
O -3.915 4.184 1.700
O -4.853 3.090 3.395
C -3.419 0.856 1.854
C -2.508 -0.192 1.729
C -3.053 -1.532 1.292
C -3.563 -2.316 2.534
C -5.065 -2.194 2.729
O -5.531 -2.241 3.828
O -5.848 -2.001 1.636
H -0.020 -0.569 5.198
H -0.546 -2.266 4.622
H 1.634 -0.782 3.169
H -0.647 -2.050 1.854
H 0.456 -0.910 1.064
H 0.297 1.407 2.532
H -1.255 3.287 2.763
H -4.510 2.448 4.032
H -4.460 0.678 1.630
H -3.854 -1.288 0.599
H -2.325 -2.090 0.711
H -3.142 -1.856 3.424
H -3.248 -3.355 2.473
H -6.483 -1.311 1.874
N 2.171 0.652 -0.097
C 3.315 1.009 0.492
C 4.564 0.585 0.068
C 4.634 -0.261 -1.027
C 3.460 -0.645 -1.653
C 2.263 -0.162 -1.152
H 3.216 1.670 1.347
H 5.457 0.910 0.583
H 5.591 -0.615 -1.388
H 3.472 -1.300 -2.511
H 1.320 -0.435 -1.616
N 3.449 0.156 -4.854
C 4.468 -0.094 -5.676
C 4.410 0.081 -7.049
C 3.226 0.539 -7.604
C 2.155 0.803 -6.766
C 2.319 0.597 -5.406
H 5.374 -0.453 -5.201
H 5.271 -0.135 -7.667
H 3.140 0.688 -8.672
H 1.213 1.161 -7.158
H 1.507 0.795 -4.714
```


# 7
One molecule with the formula C22H24N4O3S. Source: OMol25; level of theory: ωB97M-V with the def2-TZVPD basis set.

SMILES string   CCn1c(SCC(=O)Nc2ccc(OC)cc2)nc2nc3c(cc2c1=O)CCCC3
Lowest unoccupied orbital energy   0.38 eV

XYZ file:
```
54
C22H24N4O3S, DFT ωB97M-V with the def2-TZVPD basis set
C -0.654 3.176 3.836
C -1.977 2.945 3.116
N -1.820 1.973 2.046
C -1.412 2.345 0.809
S -1.068 4.041 0.508
C -0.015 3.799 -0.954
C 0.985 2.687 -0.621
O 1.557 2.667 0.446
N 1.173 1.808 -1.632
C 1.822 0.566 -1.573
C 2.407 0.066 -0.418
C 2.987 -1.191 -0.410
C 3.006 -1.965 -1.562
O 3.533 -3.221 -1.659
C 4.123 -3.789 -0.515
C 2.439 -1.451 -2.730
C 1.851 -0.207 -2.732
N -1.217 1.557 -0.188
C -1.331 0.215 0.011
N -1.081 -0.571 -1.032
C -1.132 -1.880 -0.876
C -1.430 -2.496 0.354
C -1.717 -1.678 1.431
C -1.681 -0.294 1.276
C -1.971 0.616 2.373
O -2.315 0.286 3.489
C -1.468 -3.990 0.499
C -0.740 -4.695 -0.639
C -1.237 -4.147 -1.971
C -0.821 -2.686 -2.101
H -0.779 3.942 4.595
H 0.113 3.495 3.134
H -0.330 2.256 4.316
H -2.357 3.875 2.684
H -2.716 2.534 3.808
H -0.643 3.568 -1.811
H 0.502 4.749 -1.096
H 0.590 1.915 -2.450
H 2.400 0.655 0.484
H 3.419 -1.551 0.510
H 3.399 -3.896 0.300
H 4.468 -4.775 -0.821
H 4.976 -3.199 -0.167
H 2.469 -2.054 -3.625
H 1.397 0.168 -3.638
H -1.970 -2.089 2.398
H -1.039 -4.271 1.464
H -2.516 -4.308 0.508
H -0.913 -5.771 -0.577
H 0.335 -4.520 -0.558
H -0.822 -4.720 -2.801
H -2.326 -4.231 -2.014
H -1.298 -2.210 -2.959
H 0.259 -2.623 -2.264
```


# 8
A 2-piece molecular cluster, C22H24N4O6 overall at a distorted geometry. Source: OMol25; level of theory: ωB97M-V with the def2-TZVPD basis set.

SMILES string   CNC(=O)[C@H](Cc1ccc(O)cc1)NC(C)=O.COC(=O)c1nc(=O)[nH]c2ccccc12
Lowest unoccupied orbital energy   -0.98 eV

XYZ file:
```
56
C22H24N4O6, DFT ωB97M-V with the def2-TZVPD basis set
C 3.366 -2.583 3.654
N 2.263 -2.417 2.710
C 0.984 -2.248 3.071
O 0.637 -2.208 4.248
C -0.034 -2.084 1.931
C 0.146 -0.714 1.255
C 1.240 -0.647 0.208
C 1.213 -1.548 -0.875
C 2.156 -1.442 -1.913
C 3.120 -0.413 -1.879
O 4.003 -0.275 -2.901
C 3.152 0.487 -0.793
C 2.215 0.369 0.252
N -1.411 -2.228 2.416
C -2.503 -2.597 1.745
C -2.428 -2.857 0.253
O -3.566 -2.751 2.324
H 3.118 -3.362 4.379
H 4.278 -2.861 3.124
H 3.532 -1.648 4.193
H 2.482 -2.378 1.726
H 0.161 -2.874 1.209
H -0.769 -0.461 0.731
H 0.301 0.051 2.018
H 0.437 -2.298 -0.940
H 2.117 -2.121 -2.750
H 3.984 -1.024 -3.497
H 3.894 1.272 -0.776
H 2.227 1.076 1.072
H -1.546 -2.086 3.408
H -3.396 -3.229 -0.080
H -2.209 -1.925 -0.262
H -1.667 -3.603 0.044
C -3.514 4.343 0.565
O -3.550 3.041 1.166
C -2.680 2.081 0.712
O -2.857 0.883 0.919
C -1.459 2.417 -0.109
N -0.582 3.279 0.378
C 0.559 3.551 -0.346
O 1.408 4.300 0.096
N 0.792 3.027 -1.586
C -0.071 2.110 -2.147
C 0.205 1.545 -3.392
C -0.695 0.644 -3.965
C -1.867 0.311 -3.283
C -2.138 0.872 -2.031
C -1.233 1.780 -1.442
H -3.504 4.278 -0.528
H -2.634 4.902 0.898
H -4.403 4.907 0.863
H 1.729 3.145 -1.952
H 1.117 1.807 -3.920
H -0.486 0.208 -4.938
H -2.574 -0.385 -3.726
H -3.062 0.582 -1.538
```


| no. | E_tot (eV) |
| --- | --- |
| 1 | -75087.99780 |
| 2 | -114407.71997 |
| 3 | -39696.45726 |
| 4 | -79504.13110 |
| 5 | -45209.55578 |
| 6 | -35854.79363 |
| 7 | -46143.66339 |
| 8 | -41450.22587 |